[1]
65
Properties=species:S:1:pos:R:3 method="wB97M-V/def2-TZVPD" total_energy_ha=-2700.01116 fmax_ev_per_a=2.65 homo_lumo_gap_ev="7.0 / 7.0" spin_multiplicity=4 e_homo_ev="-9.661 / -10.196" charge=+1
V 0.0885 -0.0581 2.3786
C -1.5140 2.9195 4.0261
C -0.6744 1.6787 4.1244
C 0.7111 1.7450 3.8890
C 1.5265 0.6219 4.0847
C 0.9674 -0.5949 4.5090
C -0.4177 -0.6749 4.6938
C -1.2307 0.4537 4.5062
H -1.0297 3.7419 4.5532
H -2.5001 2.7619 4.4579
H -1.6504 3.2254 2.9868
H 1.1623 2.6900 3.6171
H 2.5973 0.7140 3.9794
H 1.5995 -1.4430 4.7199
H -0.8557 -1.5999 5.0384
H -2.2881 0.3909 4.7194
C 3.4083 0.3920 -1.5597
C 3.6236 -0.5877 -0.3956
C 3.5986 -2.0408 -0.8975
C 4.9386 -0.2809 0.3341
C 2.5040 -0.4083 0.5525
N 1.6181 -0.2558 1.2648
H 4.2002 0.2442 -2.2941
H 3.4517 1.4273 -1.2148
H 2.4488 0.2163 -2.0506
H 4.3576 -2.1593 -1.6716
H 2.6255 -2.2990 -1.3176
H 3.8167 -2.7359 -0.0864
H 5.7612 -0.3691 -0.3755
H 5.1083 -0.9861 1.1478
H 4.9406 0.7310 0.7407
C -0.3693 1.7297 -3.1900
C -1.6242 2.5648 -2.9442
C -2.8759 1.6936 -2.9994
C -1.5522 3.3417 -1.6330
N -1.4274 2.4589 -0.4620
C -0.3734 1.7966 -0.0163
N -0.7666 1.0232 0.9678
N -2.1050 1.2387 1.1222
N -2.5020 2.1040 0.2685
H -0.3707 1.3443 -4.2098
H -0.3283 0.8629 -2.5197
H 0.5438 2.3206 -3.0639
H -1.6876 3.3328 -3.7195
H -2.8846 0.9618 -2.1846
H -2.9137 1.1425 -3.9407
H -3.7860 2.2920 -2.9218
H -2.4656 3.9114 -1.4822
H -0.7023 4.0219 -1.6254
H 0.6281 1.8864 -0.4030
O -3.2032 -3.3403 -4.2377
C -2.1346 -3.9226 -3.6403
O -1.5145 -4.7681 -4.2168
C -1.7924 -3.4486 -2.2641
C -1.1044 -4.3198 -1.4269
C -0.7487 -3.9348 -0.1455
C -1.0501 -2.6518 0.3216
S -0.6385 -2.2239 1.9867
C -1.7186 -1.7723 -0.5343
C -2.0947 -2.1732 -1.8078
H -3.6598 -2.7553 -3.6198
H -0.8585 -5.3071 -1.7971
H -0.2323 -4.6242 0.5108
H -1.9689 -0.7817 -0.1833
H -2.6112 -1.4638 -2.4489


[2]
60
Properties=species:S:1:pos:R:3 method="wB97M-V/def2-TZVPD" total_energy_ha=-1213.90880 fmax_ev_per_a=2.12 homo_lumo_gap_ev=6.9 e_homo_ev=-11.091 charge=+1
C -3.6183 -1.5086 -1.5261
C -2.8536 -0.6303 -0.7196
C -2.5923 0.7024 -1.1296
C -3.0816 1.2299 -2.3558
C -2.7865 2.6544 -2.8589
C -1.6322 3.4034 -2.1259
C -0.2075 3.1758 -2.7799
C 0.1289 1.6895 -2.6190
N 0.5749 1.2742 -1.4362
C 0.8520 -0.0665 -1.2197
C 0.6912 -1.0230 -2.1859
C 0.2054 -0.6079 -3.4917
C -0.0462 -1.5052 -4.5810
C -0.5376 -1.0628 -5.8074
C -0.7871 0.3431 -6.0413
C -0.5631 1.2502 -5.0022
C -0.0869 0.7930 -3.7315
C -3.8594 0.3456 -3.1521
C -4.1165 -0.9765 -2.7456
H -3.8266 -2.5421 -1.2130
H -2.4537 -1.0487 0.2185
H -1.9641 1.2953 -0.4502
H -2.5873 2.6562 -3.9523
H -3.7097 3.2628 -2.7273
H -1.5583 3.1520 -1.0507
H -1.8712 4.4884 -2.1598
H -0.1424 3.5428 -3.8137
H 0.4938 3.8028 -2.1825
H 0.6804 1.9523 -0.6846
H 1.1924 -0.3163 -0.2024
H 0.9191 -2.0820 -1.9984
H 0.1330 -2.5801 -4.4281
H -0.7464 -1.7761 -6.6185
H -1.1459 0.6720 -7.0237
H -0.7947 2.2974 -5.2411
H -4.2572 0.6783 -4.1222
H -4.7145 -1.6544 -3.3753
C 1.1876 1.4995 3.2481
O 1.2168 0.3963 4.1181
C 0.4408 -0.6911 3.6330
C 0.9603 -2.0074 4.1774
O 2.1159 -2.4823 3.4952
C 3.3400 -1.8072 3.7792
C 3.8986 -2.1239 5.1516
O 3.2332 -1.3586 6.1449
C 3.3529 -1.9297 7.4316
H 0.1640 1.8764 3.1336
H 1.8098 2.2859 3.6727
H 1.6014 1.2222 2.2675
H 0.4601 -0.7191 2.5355
H -0.5919 -0.5373 3.9711
H 0.1924 -2.7651 4.0017
H 1.1258 -1.9627 5.2543
H 3.2431 -0.7318 3.6208
H 4.0485 -2.1782 3.0344
H 4.9643 -1.8636 5.1849
H 3.7823 -3.1947 5.3547
H 2.9092 -2.9311 7.4533
H 2.8112 -1.2975 8.1332
H 4.4033 -1.9804 7.7374


[3]
70
Properties=species:S:1:pos:R:3 method="wB97M-V/def2-TZVPD" total_energy_ha=-2114.83792 fmax_ev_per_a=1.40 homo_lumo_gap_ev=3.9 e_homo_ev=0.262 charge=-2
Pd -1.3367 -0.3972 0.2517
N -3.8586 -1.7819 1.6279
C -4.2102 -2.4067 0.3504
C -3.0503 -2.6804 -0.6100
C -2.1988 -3.8894 -0.2503
C -0.8369 -3.9591 -0.9570
N 0.1920 -3.0154 -0.5519
H -3.2214 -2.3949 2.1296
H -3.2466 -0.9713 1.4164
H -4.9317 -1.7564 -0.1526
H -4.7362 -3.3490 0.5547
H -2.4107 -1.7758 -0.6343
H -3.4364 -2.7995 -1.6309
H -2.7589 -4.8047 -0.4945
H -2.0202 -3.9006 0.8313
H -0.9982 -3.8464 -2.0366
H -0.4389 -4.9713 -0.8183
H -0.0759 -2.0410 -0.7364
H 0.3102 -3.0364 0.4567
N -0.8084 -1.8275 -8.6045
C -0.4667 -1.2731 -7.3446
C -0.5384 -2.0487 -6.1907
C -0.1760 -1.5158 -4.9636
C 0.2584 -0.1996 -4.8754
C 0.3353 0.5749 -6.0188
C -0.0184 0.0388 -7.2510
S 0.7251 0.4543 -3.2855
O 1.0466 1.8461 -3.5111
O 1.7781 -0.4191 -2.8336
N -0.5244 0.2102 -2.3337
C -1.6658 0.8914 -2.5551
N -1.8950 1.6107 -3.6799
C -2.9953 2.3411 -3.7193
C -3.9274 2.3817 -2.6949
C -3.6654 1.5173 -1.6374
N -2.5895 0.7667 -1.5579
H -1.4801 -2.5768 -8.5213
H -1.1583 -1.1325 -9.2476
H -0.8841 -3.0759 -6.2561
H -0.2328 -2.1136 -4.0615
H 0.6516 1.6053 -5.9231
H 0.0393 0.6479 -8.1484
H -3.1480 2.9172 -4.6308
H -4.8113 3.0024 -2.7280
H -4.3684 1.4110 -0.8136
C 5.2631 1.8518 4.9237
C 4.0132 1.9996 5.8026
C 4.1610 3.2776 6.6276
C 3.9496 0.8150 6.7774
C 2.7646 2.0170 4.9171
C 1.9052 3.1057 4.8531
C 0.7653 3.1053 4.0245
C 0.5139 1.9885 3.2677
O -0.4932 1.7408 2.4112
B -0.3160 0.3880 1.8316
O 0.9178 -0.0786 2.5041
C 1.3688 0.8873 3.3220
C 2.4811 0.8813 4.1277
H 6.1672 1.8034 5.5412
H 5.3524 2.7002 4.2417
H 5.2148 0.9470 4.3168
H 5.0510 3.2012 7.2595
H 3.2969 3.4392 7.2758
H 4.2747 4.1564 5.9891
H 4.8246 0.8127 7.4365
H 3.9222 -0.1369 6.2453
H 3.0493 0.8754 7.3933
H 2.1033 3.9908 5.4433
H 0.1076 3.9646 3.9783
H 3.1256 0.0095 4.1309


[4]
75
Properties=species:S:1:pos:R:3 method="wB97M-V/def2-TZVPD" total_energy_ha=-8912.65879 fmax_ev_per_a=2.83 homo_lumo_gap_ev=6.2 e_homo_ev=-10.755 charge=+1
C 6.3492 -0.4349 1.0974
C 5.0669 0.3329 0.8453
C 3.8075 -0.1200 1.6053
Br 3.9110 -1.8186 2.6017
C 2.5207 -0.1017 0.8135
C 2.4569 -0.9131 -0.3680
C 3.6435 -1.7824 -0.6791
C 3.3114 -3.2178 -0.9653
N 4.2304 -3.9821 -1.3534
C 1.3700 -0.8575 -1.1896
P 1.6809 -1.3476 -2.9282
O 1.1474 -0.1672 -3.6285
O 3.2204 -1.4500 -3.3248
O 1.2826 -2.8117 -3.3440
C 0.1240 -0.2423 -0.7595
C -1.1587 -0.3595 -1.4291
P -1.9961 -1.6165 -2.5873
C -1.4516 -3.1309 -1.6831
O -1.4155 -1.7168 -4.1008
C -2.1566 0.5022 -1.0886
C -3.4479 0.6918 -1.8596
I -2.9188 1.3426 -3.8399
C -4.6355 -0.3140 -1.7108
C -4.4450 -1.4897 -0.7585
I -5.4464 -1.0876 -3.5401
N -2.0294 1.2978 0.0482
N -3.0952 2.1757 0.2669
C -4.3637 1.7415 0.8108
C -3.0221 3.4126 -0.4064
C -1.7107 4.0948 -0.5447
O -4.0263 3.8704 -0.8677
C -0.9690 1.2430 0.8735
C -0.9464 1.7919 2.2906
I -2.2318 3.3672 3.0710
C -1.0460 0.5663 3.2469
C -0.9613 0.9029 4.7262
I -2.7154 -0.7293 2.9905
C 0.1804 0.5566 0.4317
C 1.4508 0.6904 1.1409
P 2.0413 1.9803 2.3840
O 1.1141 1.8531 3.7003
Br 1.3546 3.8220 1.2992
H 6.5820 -0.4586 2.1520
H 6.3452 -1.4329 0.6823
H 7.1580 0.1146 0.6332
H 5.2654 1.3528 1.1547
H 4.8743 0.3770 -0.2178
H 3.7928 0.5375 2.4429
H 4.2685 -1.3971 -1.4638
H 4.3004 -1.8611 0.1625
H 2.2831 -3.5486 -0.8276
H 3.8914 -4.9284 -1.5009
H 3.6397 -0.6016 -3.1415
H 1.4280 -2.8957 -4.2971
H -0.4600 -3.0715 -1.2517
H -1.4671 -3.9642 -2.3741
H -2.1557 -3.3094 -0.8817
H -1.4454 -2.6397 -4.3746
H -3.8919 1.6205 -1.5850
H -5.4774 0.2499 -1.3490
H -4.1961 -2.3866 -1.3018
H -3.7425 -1.2872 0.0412
H -5.4007 -1.6926 -0.2897
H -4.4891 0.6770 0.7102
H -5.1579 2.2061 0.2443
H -4.4973 1.9891 1.8509
H -1.7935 5.0237 0.0023
H -0.8704 3.5576 -0.1304
H -1.5391 4.3182 -1.5864
H -0.0480 2.3164 2.5177
H -0.2066 -0.0518 2.9660
H -0.4793 0.0655 5.2152
H -0.3511 1.7742 4.9008
H -1.9443 1.0214 5.1531
H 1.7101 1.7808 4.4569


[5]
72
Properties=species:S:1:pos:R:3 method="wB97M-V/def2-TZVPD" total_energy_ha=-7484.33306 fmax_ev_per_a=1.27 homo_lumo_gap_ev="6.7 / 5.3" spin_multiplicity=6 e_homo_ev="-12.454 / -13.148" charge=+2
Ru -0.1454 -0.2968 -0.3275
C -1.3332 -2.7225 -5.4711
C -0.9555 -1.3621 -5.0467
N -0.8959 -0.3260 -5.8135
N -0.5653 0.7159 -5.0401
C -0.4275 0.3601 -3.7504
S -0.1432 1.3948 -2.4669
N -0.6661 -0.9892 -3.7407
N -0.5658 -1.7931 -2.6145
H -1.8448 -2.6491 -6.4266
H -1.9931 -3.1998 -4.7488
H -0.4554 -3.3517 -5.6145
H -0.4583 1.6352 -5.4432
H -1.1894 -2.5938 -2.6980
H 0.4016 -2.1163 -2.5009
Br 3.7678 -0.8255 -3.7480
C 4.0115 -0.3494 -1.9396
C 5.2422 0.0547 -1.4513
C 5.3780 0.4101 -0.1210
Br 7.0666 0.9758 0.5156
C 4.2687 0.3725 0.7695
C 4.3318 0.7033 2.1343
C 3.1906 0.6434 2.8983
C 1.9879 0.2641 2.2956
N 1.8995 -0.0572 1.0217
C 3.0065 -0.0192 0.2587
C 2.8501 -0.4131 -1.1246
O 1.7398 -0.8046 -1.5751
H 6.0967 0.0929 -2.1108
H 5.2738 0.9959 2.5728
H 3.2125 0.8868 3.9486
H 1.0695 0.2137 2.8681
C -3.4596 0.2463 -2.1707
P -2.7449 -0.3411 -0.5892
C -3.6227 0.7708 0.5782
C -3.6446 -1.9249 -0.3596
H -4.5456 0.2427 -2.0853
H -3.1729 -0.4004 -2.9975
H -3.1139 1.2577 -2.3759
H -4.6775 0.8268 0.3092
H -3.1843 1.7672 0.5213
H -3.5317 0.3963 1.5970
H -4.7190 -1.7383 -0.3704
H -3.3689 -2.3763 0.5908
H -3.3928 -2.6198 -1.1593
C -0.8745 3.2025 3.9407
C -0.7865 3.7234 2.4975
C -2.0784 4.4525 2.0984
C 0.4196 4.6637 2.3404
C -0.5993 2.5895 1.6317
N -0.4596 1.6574 0.9737
H -0.9533 4.0488 4.6158
H 0.0142 2.6353 4.2042
H -1.7472 2.5710 4.0789
H -2.1879 5.3379 2.7196
H -2.9507 3.8202 2.2460
H -2.0382 4.7673 1.0582
H 0.2635 5.5412 2.9626
H 0.5356 4.9929 1.3098
H 1.3404 4.1791 2.6588
N 1.9081 -4.9562 1.9552
C 1.0666 -3.9196 1.9596
C 0.5824 -3.3184 0.7640
N -0.2996 -2.3396 0.7997
C -0.7298 -1.9062 1.9957
C -0.2260 -2.4711 3.1616
N 0.6556 -3.4458 3.1377
H 2.1783 -5.4243 1.1066
H 2.1366 -5.3915 2.8352
H 0.9207 -3.6710 -0.2013
H -1.5031 -1.1417 2.0134
H -0.5662 -2.1535 4.1369


[6]
65
Properties=species:S:1:pos:R:3 method="wB97M-V/def2-TZVPD" total_energy_ha=-3207.45924 fmax_ev_per_a=5.12 homo_lumo_gap_ev="4.9 / 3.4" spin_multiplicity=5 e_homo_ev="-15.722 / -16.153" charge=+3
I 3.8341 6.1452 -3.7980
I 3.5783 5.1901 -6.2924
Pt 0.7580 0.5515 -2.5143
P 2.7296 -0.6415 -2.2662
C 4.2936 0.1897 -2.7357
C 3.0415 -1.1970 -0.5488
H 3.9366 -1.8262 -0.4929
H 3.6827 -2.7729 -3.0098
H 2.1665 -1.7578 -0.2105
H 1.8898 -2.7882 -2.9561
H 4.4144 1.0981 -2.1392
H 3.1665 -0.3224 0.0952
C 2.7727 -2.2022 -3.2243
H 5.1531 -0.4691 -2.5738
H 2.7272 -1.9706 -4.2918
H 4.2491 0.4768 -3.7898
P -1.3484 1.5081 -2.6560
C -1.4648 3.2236 -3.2889
C -2.5092 0.5795 -3.7265
H -2.2559 0.5764 -0.6316
H -3.2494 1.9660 -1.1791
H -1.6775 2.2346 -0.3684
C -2.2302 1.5850 -1.0523
H -2.5377 -0.4556 -3.3766
H -3.5133 1.0160 -3.6931
H -2.5050 3.5650 -3.3108
H -1.0468 3.2666 -4.2983
H -2.1378 0.5905 -4.7547
H -0.8780 3.8869 -2.6476
Cl -0.3462 -1.3905 -1.6764
O 0.5610 0.6698 -0.3808
P -0.1649 -0.1086 0.9203
C 1.1996 -0.5777 2.1347
C 1.6874 -1.9045 2.1746
C 2.6557 -2.3027 3.0928
C 3.1605 -1.3838 4.0055
C 2.6960 -0.0672 3.9935
C 1.7251 0.3359 3.0656
C -1.2172 1.1408 1.8456
C -2.5223 0.7940 2.2740
C -3.3208 1.6979 2.9705
C -2.8369 2.9705 3.2566
C -1.5565 3.3389 2.8378
C -0.7500 2.4323 2.1362
C -1.3990 -1.6688 0.9336
C -1.2841 -2.6205 1.9829
C -2.1205 -3.7404 2.0841
C -3.1340 -3.9512 1.1609
C -3.3319 -3.0289 0.1495
C -2.5051 -1.9086 0.0426
H 1.3075 -2.6595 1.4969
H 3.0042 -3.3283 3.0991
H 3.9056 -1.6964 4.7258
H 3.0843 0.6411 4.7122
H 1.3898 1.3537 3.1042
H -2.9573 -0.1744 2.0889
H -4.3149 1.4065 3.2904
H -3.4595 3.6695 3.8012
H -1.1885 4.3313 3.0593
H 0.2319 2.7431 1.8077
H -0.5643 -2.5183 2.7671
H -1.9858 -4.4477 2.8921
H -3.7789 -4.8179 1.2369
H -4.1342 -3.1790 -0.5641
H -2.7757 -1.2969 -0.7892


[7]
71
Properties=species:S:1:pos:R:3 method="wB97M-V/def2-TZVPD" total_energy_ha=-2497.54302 fmax_ev_per_a=1.40 homo_lumo_gap_ev="5.0 / 4.3" spin_multiplicity=2 e_homo_ev="-13.897 / -13.579" charge=+2
Re 0.4073 0.2321 -0.5328
O -0.3103 3.2615 1.6962
Cl 0.6067 2.2096 1.5495
O 1.7189 2.2838 2.4262
O 1.1103 2.1253 0.1139
O -0.0661 0.8617 1.6556
C -0.3078 4.5115 -1.7309
C -1.7064 3.9970 -2.0898
C -2.4217 3.3126 -0.9313
C -3.2372 4.1194 -0.1367
C -3.8900 3.6269 0.9731
C -3.7521 2.2931 1.3040
C -2.9515 1.4525 0.5491
C -2.8778 -0.0169 0.9106
C -3.2785 -0.3724 2.3405
C -2.2747 1.9709 -0.5644
N -1.3219 1.1320 -1.2970
C -1.3494 1.1350 -2.6252
C -0.1810 0.7973 -3.2934
C 0.2733 0.9035 -4.6145
C 1.6488 0.6729 -4.5923
C 1.9963 0.4311 -3.2672
N 0.8952 0.4983 -2.4753
H 0.1515 4.9989 -2.5921
H 0.3465 3.7000 -1.4144
H -0.3585 5.2374 -0.9156
H -1.6344 3.3687 -2.9739
H -2.3271 4.8376 -2.3897
H -3.3483 5.1661 -0.4047
H -4.5072 4.2805 1.5798
H -4.2841 1.9059 2.1645
H -1.8509 -0.3729 0.7592
H -3.5260 -0.5693 0.2153
H -2.7074 0.2189 3.0618
H -3.1011 -1.4329 2.5374
H -4.3383 -0.1901 2.5175
H -2.2453 1.4448 -3.1543
H -0.3330 1.1507 -5.4776
H 2.3305 0.6955 -5.4317
H 2.9745 0.1998 -2.8612
N -1.5520 -2.0506 -1.4360
C -1.6436 -3.1716 -2.1594
C -0.3659 -3.5099 -2.5581
C 0.4484 -2.5163 -2.0228
N -0.2780 -1.6324 -1.3292
H -2.2958 -1.5157 -1.0144
H -2.5987 -3.6439 -2.3487
H -0.0687 -4.3471 -3.1703
H 1.5100 -2.3670 -2.1466
C 2.3536 -4.0077 2.0862
N 1.4980 -3.0025 2.7772
C 2.2268 -2.2954 3.8534
N 3.3170 -1.6145 3.1729
C 4.1918 -2.5781 2.4740
N 3.4647 -3.3221 1.4485
C 3.0540 -2.4736 0.3315
P 1.9325 -1.0690 0.8641
C 0.7468 -2.1636 1.9000
C 2.9250 -0.4853 2.3699
H 1.7632 -4.5421 1.3454
H 2.7309 -4.7129 2.8228
H 2.6175 -3.0122 4.5671
H 1.5759 -1.5849 4.3551
H 4.5885 -3.2792 3.2031
H 5.0176 -2.0428 2.0153
H 2.5330 -3.0780 -0.4077
H 3.9315 -2.0418 -0.1513
H 0.1738 -2.7651 1.1960
H 0.0838 -1.5036 2.4574
H 2.3441 0.2250 2.9410
H 3.8028 0.0253 1.9756